[1]
96
Properties=species:S:1:pos:R:3:mulliken_charge:R:1 method="wB97M-V/def2-TZVPD" lumo_ev="-8.670 / -8.668" total_charge=+2 orbital_gap_ev="3.68 / 3.69"
Pb -0.1787 0.9164 -0.3024 2.937
C -1.6615 4.0273 0.5433 -1.342
N -1.1519 2.8464 1.2522 0.701
C 0.0144 3.2044 2.0694 -0.649
C 1.2316 3.6014 1.2247 -0.781
C 2.4168 2.6793 1.4355 -1.468
N 2.2156 1.3627 0.8299 0.498
C 3.2917 0.7011 0.6326 -1.054
C 3.4808 -0.5766 -0.0032 0.751
C 4.7980 -1.0067 -0.1965 -0.539
C 5.0867 -2.2044 -0.8146 -1.171
C 4.0392 -3.0161 -1.2726 -0.482
C 2.7364 -2.6199 -1.1094 -1.065
C 2.4059 -1.3956 -0.4626 0.069
O 1.1782 -1.0658 -0.3040 0.763
C -2.1757 2.2402 2.1193 -0.201
C -3.5105 1.9054 1.4661 -1.510
C -3.4734 0.7945 0.4135 -0.719
N -2.6755 1.1813 -0.7254 0.337
C -3.2422 1.3314 -1.8585 -0.705
C -2.5757 1.7370 -3.0697 1.153
C -3.2286 1.5382 -4.2812 -0.752
C -2.6317 1.8683 -5.4839 -0.754
C -1.3558 2.4536 -5.4962 -0.723
C -0.6821 2.6708 -4.3268 -0.523
C -1.2495 2.3254 -3.0584 0.153
O -0.6198 2.5907 -1.9841 -0.393
H -2.0878 4.7456 1.2546 0.337
H -2.4126 3.7373 -0.1835 0.338
H -0.8578 4.5140 -0.0017 0.343
H 0.2647 2.3375 2.6873 0.131
H -0.2522 4.0211 2.7509 0.587
H 1.5436 4.6161 1.4673 0.454
H 0.9728 3.5823 0.1602 0.157
H 2.5932 2.5408 2.5088 0.325
H 3.3167 3.1550 1.0311 0.674
H 4.2412 1.1576 0.9415 0.338
H 5.6104 -0.3794 0.1538 0.473
H 6.1134 -2.5158 -0.9488 0.458
H 4.2629 -3.9600 -1.7525 0.479
H 1.9137 -3.2340 -1.4586 0.440
H -2.3813 2.9203 2.9581 0.317
H -1.7368 1.3321 2.5460 -0.031
H -3.9482 2.7978 1.0186 0.444
H -4.1909 1.5857 2.2576 0.623
H -4.5015 0.5494 0.1248 0.576
H -3.0200 -0.1051 0.8493 -0.080
H -4.3172 1.1399 -1.9589 0.355
H -4.2188 1.0973 -4.2762 0.476
H -3.1494 1.6791 -6.4142 0.466
H -0.9034 2.7279 -6.4402 0.488
H 0.2948 3.1362 -4.3154 0.489
N -1.0881 -2.5734 0.3598 0.570
P -0.6049 -1.3863 1.4676 0.297
C -1.8227 -1.7980 2.8087 1.282
C -2.8547 -0.9791 3.2434 0.249
C -3.7103 -1.4011 4.2542 -1.096
C -3.5395 -2.6445 4.8373 -0.761
C -2.5159 -3.4758 4.4018 -0.881
C -1.6579 -3.0561 3.3998 -0.858
C 0.8756 -1.7988 2.4524 0.476
C 1.2126 -0.8013 3.3659 -0.643
C 2.3317 -0.9359 4.1706 -0.718
C 3.1089 -2.0831 4.0769 -0.721
C 2.7574 -3.0908 3.1920 -0.850
C 1.6495 -2.9490 2.3679 0.018
C -1.1713 -2.4501 -1.0246 -0.070
C -1.4957 -3.5817 -1.7812 -0.848
C -1.5564 -3.4781 -3.1535 -0.700
C -1.2860 -2.2523 -3.7551 -1.261
C -1.0096 -1.1820 -2.9348 -0.529
N -0.9753 -1.2587 -1.5968 0.682
H -1.5176 -3.4054 0.7367 0.359
H -3.0088 -0.0002 2.8097 -0.103
H -4.5096 -0.7508 4.5846 0.465
H -4.1976 -2.9662 5.6331 0.415
H -2.3745 -4.4500 4.8507 0.456
H -0.8499 -3.7079 3.0930 0.348
H 0.5775 0.0771 3.4475 0.137
H 2.5890 -0.1574 4.8776 0.509
H 3.9834 -2.1935 4.7044 0.446
H 3.3495 -3.9955 3.1401 0.476
H 1.3829 -3.7407 1.6787 0.390
H -1.6857 -4.5238 -1.2827 0.562
H -1.7963 -4.3451 -3.7545 0.451
H -1.2929 -2.1354 -4.8291 0.560
H -0.7837 -0.2122 -3.3590 0.549
N 3.6004 1.8744 -2.6003 -0.203
C 2.6886 0.8968 -2.7249 -0.019
O 1.5842 0.9486 -2.1872 0.049
C 3.0950 -0.2905 -3.5608 -0.925
I 2.2620 -0.0135 -5.5214 0.067
H 3.3372 2.7290 -2.1373 0.234
H 4.4658 1.8652 -3.1117 0.225
H 2.6531 -1.1971 -3.1617 0.080
H 4.1686 -0.3997 -3.6744 0.647


[2]
29
Properties=species:S:1:pos:R:3:mulliken_charge:R:1 method="wB97M-V/def2-TZVPD" relative_energy_kj_mol=155.5 lumo_ev="-9.264 / -9.263" total_charge=+2 orbital_gap_ev="7.57 / 7.57"
C -0.4117 -2.8043 0.4435 -0.958
C -1.2502 -1.5080 0.3935 -0.633
C -0.2989 -0.0158 0.1964 0.211
N -0.3776 0.8533 -0.8546 0.087
C 0.1150 2.1042 -0.8879 -0.286
C 0.0901 2.5380 -2.1530 -0.405
N -0.2362 1.5510 -3.0575 -0.368
C -0.5884 0.5170 -2.4542 0.734
C -0.9877 -0.7466 -3.0276 -1.185
N 0.5319 0.3412 1.2332 0.033
C 1.8759 0.6706 0.9777 -1.130
C 0.0704 0.4282 2.5180 0.255
N 0.8222 0.8105 3.5055 -0.185
H 0.1611 -3.0367 1.3975 0.326
H 0.2726 -2.9125 -0.4313 0.299
H -1.2617 -3.3878 0.6688 0.375
H -2.0067 -1.4088 -0.4075 0.294
H -1.7903 -1.4082 1.3309 0.470
H 0.2312 2.7931 -0.0855 0.478
H 0.4029 3.6161 -2.4934 0.380
H -1.1266 -0.6371 -4.0996 0.356
H -0.2407 -1.5156 -2.9006 0.305
H -2.0273 -1.1518 -2.7254 0.332
H 2.4688 -0.1836 1.1623 0.388
H 2.2655 1.6090 1.4932 0.490
H 1.8517 0.7681 -0.1596 0.462
H -0.9931 0.2030 2.7504 0.398
H 0.6165 0.9922 4.4440 0.252
H 1.8215 0.9212 3.2225 0.224


[3]
19
Properties=species:S:1:pos:R:3:mulliken_charge:R:1 method="wB97M-V/def2-TZVPD" relative_energy_kj_mol=127.2 lumo_ev=1.084 orbital_gap_ev=10.39
C -3.9564 -1.3042 -0.0699 -1.247
C -2.7116 -0.5812 -0.3074 0.779
C -1.6898 0.0489 -0.3999 -0.350
C -0.4855 0.8656 -0.2462 -0.742
C 0.8030 0.0267 -0.1358 -0.557
C 2.0300 0.8924 0.1401 -0.333
C 3.3062 0.0729 0.3216 -1.253
H -3.7595 -2.3719 0.0688 0.294
H -4.6681 -1.1802 -0.8918 0.303
H -4.4056 -0.9119 0.8491 0.276
H -0.6264 1.4632 0.6626 0.272
H -0.3950 1.5799 -1.0744 0.329
H 0.6901 -0.7149 0.6664 0.331
H 0.9613 -0.5523 -1.0564 0.306
H 1.8394 1.4853 1.0446 0.305
H 2.1632 1.6091 -0.6826 0.297
H 3.2018 -0.6310 1.1558 0.315
H 3.5340 -0.5104 -0.5787 0.314
H 4.1688 0.7140 0.5340 0.358


[4]
14
Properties=species:S:1:pos:R:3:mulliken_charge:R:1 method="wB97M-V/def2-TZVPD" relative_energy_kj_mol=459.6 lumo_ev=-3.301 total_charge=+1 orbital_gap_ev=11.47
C 1.0093 -0.9795 -1.1241 -0.862
N -0.2181 -0.4605 -0.5813 0.077
C -0.4112 1.0022 -0.7655 -0.469
C -0.2626 0.3878 0.6242 0.401
C -1.1064 0.1772 1.8174 -0.485
C 0.1679 0.3797 2.0311 -0.351
H 1.5640 -0.2551 -1.6947 0.326
H 1.8559 -1.3067 -0.4769 0.317
H 0.8590 -1.8579 -1.7771 0.334
H -1.0536 -1.0863 -0.6871 0.401
H -1.5078 1.3516 -1.0024 0.256
H 0.2624 1.8437 -1.2042 0.268
H -2.1005 0.1329 2.0731 0.440
H 0.9416 0.6710 2.7673 0.346


[5]
18
Properties=species:S:1:pos:R:3:mulliken_charge:R:1 method="wB97M-V/def2-TZVPD" relative_energy_kj_mol=463.1 lumo_ev=-4.276 total_charge=+1 orbital_gap_ev=9.08
C 0.0387 1.1773 0.0999 -0.540
C 1.7282 -1.0813 -0.2988 -0.665
C 1.5867 -0.0348 -1.2364 0.028
C 0.5082 -1.9792 0.0080 -0.022
C -1.8146 1.6559 1.3302 -0.793
N 0.6838 0.8716 -1.0694 0.090
N -0.6509 -1.6440 -0.3119 -0.454
N -1.2424 0.9262 0.1753 -0.056
H 2.4918 -1.8609 -0.6012 0.360
H 2.0256 -0.5226 0.5729 0.353
H 2.2762 -0.0836 -2.1369 0.393
H 0.8486 -2.9641 0.4656 0.347
H -2.2171 2.7099 1.0449 0.291
H -2.6523 1.2830 1.8881 0.366
H -1.1125 1.8662 2.1072 0.343
H 0.7251 1.7819 -1.4613 0.315
H -1.4096 -2.3592 -0.1604 0.257
H -1.8136 0.2576 -0.4158 0.387


Number 1: calculated total energy -79900.590 eV, maximum force 1.560 eV/Å. Number 2: calculated total energy -15532.744 eV, maximum force 5.034 eV/Å. Number 3: calculated total energy -7452.113 eV, maximum force 0.581 eV/Å. Number 4: calculated total energy -6793.325 eV, maximum force 4.691 eV/Å. Number 5: calculated total energy -9806.949 eV, maximum force 3.431 eV/Å.